Below is C34H39F17O16S as an isolated structure, with properties calculated with ωB97M-V/def2-TZVPD.

Geometry as XYZ:
```
107
Properties=species:S:1:pos:R:3:forces:R:3:lowdin_charge:R:1
O 1.973 1.094 2.784 0.032 -0.227 0.024 -0.200
S 3.343 0.855 2.508 -0.483 0.324 -0.072 0.613
O 4.151 1.915 2.042 0.444 -0.247 -0.059 -0.195
O 4.056 0.113 3.719 -0.329 -0.166 0.166 -0.166
C 3.442 -1.213 3.744 0.512 0.375 -0.245 -0.097
C 3.683 -1.606 2.275 0.044 0.204 -0.062 -0.172
C 2.962 -2.807 1.607 0.062 -0.032 0.112 -0.361
F 2.363 -2.446 0.461 -0.035 0.091 -0.049 0.162
F 3.937 -3.700 1.285 0.084 -0.026 0.066 0.117
C 1.923 -3.652 2.403 -0.106 -0.266 -0.101 -0.322
F 2.440 -3.975 3.610 0.003 0.224 -0.190 0.156
F 1.752 -4.801 1.711 0.074 0.102 0.259 0.150
C 0.500 -2.991 2.523 0.090 -0.012 0.140 -0.338
F -0.214 -3.407 1.473 -0.376 -0.015 -0.138 0.171
F 0.622 -1.656 2.449 0.088 0.156 0.142 0.171
C -0.243 -3.346 3.844 0.030 0.358 -0.150 -0.344
F 0.495 -2.842 4.847 0.091 0.245 0.251 0.161
F -0.283 -4.673 3.985 -0.090 -0.389 -0.180 0.180
C -1.688 -2.771 4.099 0.026 -0.457 -0.128 -0.339
F -2.014 -3.265 5.305 0.012 -0.190 0.216 0.163
F -1.623 -1.449 4.217 0.081 0.582 -0.081 0.177
C -2.870 -3.153 3.132 -0.050 0.124 0.018 -0.329
F -2.602 -4.314 2.511 0.210 0.041 -0.175 0.163
F -3.953 -3.362 3.895 -0.113 0.056 0.011 0.164
C -3.266 -2.037 2.098 -0.144 0.078 0.159 -0.335
F -4.088 -1.170 2.730 0.199 -0.123 -0.096 0.160
F -2.203 -1.355 1.648 0.109 -0.275 0.024 0.171
C -4.041 -2.575 0.862 0.344 0.358 0.202 -0.588
F -4.436 -1.531 0.144 -0.146 0.384 -0.205 0.182
F -5.102 -3.252 1.242 -0.568 -0.418 0.284 0.210
F -3.284 -3.336 0.099 0.419 -0.317 -0.223 0.207
O 3.442 -0.415 1.515 -0.093 -0.046 0.064 -0.136
H 4.031 -1.831 4.416 -0.194 0.093 0.096 0.149
H 2.411 -1.071 4.053 -0.124 -0.321 0.061 0.097
H 4.755 -1.807 2.190 -0.127 -0.186 -0.101 0.172
O 5.543 6.701 1.011 -0.034 0.012 -0.050 0.113
C 4.524 6.227 0.597 0.064 -0.053 0.120 -0.487
O 3.661 6.935 -0.173 -0.020 0.024 -0.016 0.019
C 2.481 6.154 -0.447 -0.087 -0.049 -0.006 -0.154
C 2.909 4.706 -0.264 0.137 -0.164 0.080 -0.154
C 3.980 4.828 0.819 -0.132 0.166 -0.327 -0.083
H 1.702 6.444 0.260 -0.003 -0.017 0.006 0.128
H 2.142 6.386 -1.454 0.040 0.063 0.007 0.122
H 2.080 4.056 -0.001 -0.039 0.035 0.024 0.097
H 3.361 4.333 -1.186 -0.018 0.015 -0.007 0.120
H 3.551 4.782 1.820 0.051 -0.032 0.044 0.132
H 4.773 4.093 0.743 0.048 0.004 0.131 0.111
O -0.267 4.062 -0.712 -0.010 0.096 -0.010 0.106
C -0.462 3.951 -1.889 -0.036 -0.123 0.047 -0.484
O -0.857 4.995 -2.655 0.024 0.018 -0.006 0.020
C -1.104 4.555 -4.006 -0.028 -0.059 -0.091 -0.145
C -0.304 3.269 -4.164 0.065 -0.056 0.123 -0.141
C -0.335 2.708 -2.745 0.060 0.169 -0.206 -0.062
H -2.177 4.392 -4.117 -0.019 -0.034 0.011 0.125
H -0.795 5.346 -4.685 0.015 0.057 0.081 0.123
H -0.709 2.601 -4.916 -0.037 0.033 0.015 0.088
H 0.724 3.505 -4.444 -0.004 -0.001 -0.024 0.124
H -1.216 2.087 -2.569 0.010 -0.036 0.018 0.130
H 0.556 2.149 -2.474 -0.060 -0.054 0.107 0.126
O 0.450 0.547 -6.539 0.007 0.055 0.002 0.128
C -0.470 0.797 -7.259 0.020 -0.113 0.071 -0.484
O -1.223 1.917 -7.104 -0.031 0.006 -0.113 -0.002
C -2.317 1.920 -8.038 -0.068 -0.014 -0.047 -0.149
C -1.878 0.995 -9.168 0.065 -0.068 0.012 -0.151
C -1.002 -0.013 -8.424 -0.081 0.248 -0.160 -0.072
H -3.206 1.553 -7.521 0.001 -0.014 -0.001 0.128
H -2.489 2.944 -8.360 0.040 0.024 0.066 0.124
H -2.717 0.552 -9.700 -0.023 -0.009 0.044 0.115
H -1.274 1.550 -9.886 -0.014 0.006 -0.005 0.117
H -1.581 -0.844 -8.020 0.027 -0.037 0.007 0.132
H -0.181 -0.404 -9.017 0.021 -0.099 0.083 0.125
O 1.332 0.487 5.696 0.067 -0.107 0.012 0.122
C 0.653 1.041 6.510 0.017 -0.108 -0.005 -0.474
O 0.551 2.386 6.572 0.012 0.024 0.001 0.038
C -0.258 2.779 7.693 -0.054 0.014 0.066 -0.150
C -1.118 1.561 8.012 0.019 -0.083 -0.021 -0.150
C -0.195 0.415 7.602 -0.214 0.216 -0.031 -0.070
H 0.407 3.044 8.518 -0.003 -0.013 0.010 0.127
H -0.833 3.656 7.408 0.047 0.009 -0.063 0.125
H -1.439 1.529 9.051 0.048 0.016 0.014 0.115
H -2.007 1.562 7.381 -0.002 0.014 0.009 0.118
H 0.470 0.108 8.412 0.009 -0.042 -0.005 0.132
H -0.719 -0.457 7.221 0.105 -0.086 0.002 0.117
O 5.947 -7.500 -3.529 -0.007 0.044 -0.012 0.124
C 5.232 -6.972 -2.731 0.030 -0.110 0.014 -0.489
O 5.101 -5.625 -2.647 -0.013 0.004 -0.006 0.027
C 4.249 -5.272 -1.544 -0.057 0.033 0.054 -0.161
C 3.401 -6.510 -1.280 0.019 -0.087 -0.003 -0.150
C 4.356 -7.632 -1.680 -0.206 0.213 -0.025 -0.074
H 4.880 -5.014 -0.692 0.010 -0.022 0.005 0.114
H 3.665 -4.400 -1.826 0.059 0.020 -0.060 0.125
H 3.044 -6.567 -0.253 0.049 0.021 0.012 0.107
H 2.533 -6.511 -1.941 -0.008 0.016 0.009 0.119
H 4.998 -7.943 -0.854 0.012 -0.045 -0.005 0.130
H 3.861 -8.505 -2.096 0.113 -0.077 0.013 0.124
O -4.357 0.671 -3.680 -0.008 0.055 -0.025 0.116
C -5.143 1.107 -2.891 0.054 -0.090 0.028 -0.489
O -5.184 2.420 -2.561 0.024 0.041 -0.021 0.019
C -6.156 2.650 -1.526 -0.052 0.007 0.056 -0.151
C -7.123 1.476 -1.621 0.022 -0.086 -0.036 -0.148
C -6.204 0.357 -2.109 -0.255 0.272 -0.069 -0.071
H -5.634 2.682 -0.567 -0.002 -0.018 0.001 0.128
H -6.625 3.615 -1.705 0.063 0.015 -0.051 0.124
H -7.625 1.264 -0.679 0.046 0.004 0.027 0.115
H -7.886 1.683 -2.372 -0.001 0.016 0.011 0.117
H -5.715 -0.161 -1.285 0.025 -0.064 0.004 0.107
H -6.700 -0.370 -2.747 0.109 -0.097 0.019 0.127
```
Forces are in eV/Å.

strongest force on any atom: 0.76 eV/A
HOMO level: -9.369 eV
multiplicity: 1
energy: -4618.7921 hartree